{"formula": "C26H44BrCaN3P2S", "method": "wB97M-V/def2-TZVPD", "symbols": ["N", "C", "C", "C", "C", "C", "C", "Ca", "P", "C", "C", "C", "C", "C", "C", "C", "Br", "H", "H", "H", "H", "H", "H", "H", "H", "H", "H", "P", "C", "C", "H", "H", "H", "H", "H", "C", "C", "H", "H", "H", "H", "H", "C", "C", "H", "H", "H", "H", "H", "C", "C", "H", "H", "H", "H", "H", "C", "C", "H", "H", "H", "H", "H", "C", "C", "H", "H", "H", "H", "H", "N", "C", "N", "S", "H", "H", "H", "H"], "coordinates": [[-4.5791, -7.8111, 4.1791], [-4.4292, -6.8354, 5.0630], [-3.8584, -5.6156, 4.7014], [-3.4883, -5.3979, 3.3575], [-3.7205, -6.4343, 2.4273], [-4.2498, -7.6495, 2.8991], [-2.8808, -4.1272, 2.9953], [-0.4984, 0.7384, 2.2162], [-0.9617, 4.9259, -3.1076], [-2.8547, -3.5936, 1.7355], [-1.9790, -2.4875, 1.4141], [-2.0625, -1.8110, 0.1891], [-1.0140, -0.9963, -0.2133], [0.2368, -1.0504, 0.4449], [0.2500, -1.6005, 1.7797], [-0.9296, -2.1038, 2.3001], [-0.0661, 2.3223, 0.1344], [-2.4956, -3.5643, 3.8554], [-3.4993, -3.9845, 0.9211], [-3.7173, -4.8399, 5.4415], [-3.4506, -6.2843, 1.3842], [-4.7448, -7.0125, 6.0947], [-4.3905, -8.4949, 2.2184], [-2.9166, -2.0402, -0.4623], [-0.9661, -2.4324, 3.3425], [-1.0787, -0.4025, -1.1256], [1.2039, -1.6117, 2.3004], [1.7230, -0.9879, -0.5434], [-1.8165, 4.7564, -1.4705], [-3.1992, 5.4211, -1.3716], [-1.1335, 5.1848, -0.7208], [-1.8967, 3.6757, -1.2710], [-3.5387, 5.3890, -0.3299], [-3.1759, 6.4732, -1.6783], [-3.9458, 4.8940, -1.9770], [-1.2398, 3.3016, -3.9409], [-0.9710, 3.2917, -5.4541], [-2.2977, 3.0659, -3.7530], [-0.6154, 2.5589, -3.4201], [-1.3426, 2.3577, -5.8918], [-1.4841, 4.1160, -5.9605], [0.0992, 3.3657, -5.6772], [0.8705, 4.8552, -2.8161], [1.4631, 6.2094, -2.4043], [1.2830, 4.5458, -3.7925], [1.0760, 4.0532, -2.0823], [2.5016, 6.0892, -2.0821], [1.4576, 6.9114, -3.2447], [0.9155, 6.6727, -1.5760], [3.1109, 0.0782, -0.1145], [4.3962, -0.5154, -0.7381], [3.1667, 0.2016, 0.9833], [2.9329, 1.1052, -0.4805], [4.8456, -1.3022, -0.1143], [4.2295, -0.9777, -1.7263], [5.1297, 0.2887, -0.8896], [1.2443, -0.5285, -2.2316], [0.8586, -1.7393, -3.0908], [2.0676, 0.0477, -2.6939], [0.4199, 0.1931, -2.0955], [1.6584, -2.5001, -3.0744], [-0.0907, -2.2039, -2.7662], [0.7413, -1.3942, -4.1293], [2.3235, -2.6913, -0.2925], [3.0388, -2.8853, 1.0646], [2.9714, -2.9427, -1.1459], [1.4284, -3.3230, -0.3477], [2.4592, -3.5448, 1.7283], [4.0201, -3.3687, 0.9373], [3.2025, -1.9315, 1.5928], [4.1011, 2.6942, 2.6694], [2.8323, 2.6231, 3.0926], [2.1581, 3.7717, 3.2864], [2.0512, 1.1015, 3.3672], [4.6397, 3.5455, 2.5430], [4.5917, 1.8188, 2.5559], [1.2758, 3.6906, 3.7821], [2.6038, 4.6827, 3.2999]], "lowdin_charge": [0.0744, -0.1136, -0.0049, -0.2176, 0.0030, -0.1045, -0.0029, 1.0024, 0.9336, -0.0210, -0.1937, 0.0203, -0.1286, -0.4545, -0.2294, -0.0628, 0.0374, 0.1170, 0.1393, 0.1106, 0.1080, 0.1211, 0.1195, 0.1468, 0.1233, 0.0979, 0.0884, 1.0022, -0.5035, -0.1683, 0.0534, -0.0217, 0.0631, 0.0675, 0.0665, -0.4600, -0.1682, 0.0724, 0.0473, 0.0653, 0.0693, 0.0605, -0.4531, -0.1743, 0.0707, 0.0217, 0.0615, 0.0725, 0.0591, -0.3370, -0.1084, 0.0292, 0.0893, 0.0770, 0.0814, 0.0932, -0.3092, -0.1049, 0.1148, 0.0547, 0.0774, 0.0827, 0.0947, -0.2894, -0.1169, 0.0973, 0.1061, 0.0886, 0.0963, 0.0587, 0.1343, -0.8500, 0.1233, 0.5207, 0.1383, 0.1056, 0.1049, 0.1336], "e_above_lowest_kcal_mol": 0.0, "charge": 2, "orbital_gap_ev": 4.42, "lumo_energy_ev": -6.7516, "homo_ha": -0.41061, "spin_multiplicity": 1}



{"formula": "C2H2Cl2N2", "method": "wB97M-V/def2-TZVPD", "symbols": ["C", "C", "N", "N", "Cl", "Cl", "H", "H"], "coordinates": [[-0.6123, 0.9357, -0.5871], [-1.2494, -0.1479, -0.0637], [0.0458, 1.8813, -0.6553], [1.2921, -0.5617, 0.7626], [1.6076, -1.7971, -0.3606], [1.9304, 0.8911, 0.4636], [-1.9648, -0.0437, 0.8160], [-1.0495, -1.1578, -0.3756]], "lowdin_charge": [-0.4009, 0.0203, 0.0429, -0.9569, 0.4922, 0.6787, 0.1033, 0.0204], "e_above_lowest_kcal_mol": 88.1, "charge": 0, "orbital_gap_ev": [8.00, 8.24], "lumo_energy_ev": [-1.3710, -1.3315], "homo_ha": [-0.34439, -0.35168], "spin_multiplicity": 1}



{"formula": "C14H16ClN3O3S2", "method": "wB97M-V/def2-TZVPD", "symbols": ["C", "C", "C", "C", "C", "C", "C", "C", "H", "H", "H", "H", "S", "O", "O", "C", "H", "C", "C", "N", "N", "C", "N", "C", "O", "C", "H", "Cl", "H", "H", "S", "H", "H", "H", "H", "H", "H", "H", "H"], "coordinates": [[-2.0895, 1.7493, -1.5429], [-1.4677, 1.2808, -0.2650], [-0.2589, 1.8211, 0.1597], [0.3401, 1.4000, 1.3346], [-0.2894, 0.4301, 2.0865], [-1.5006, -0.1075, 1.6971], [-2.1046, 0.3080, 0.5185], [-3.4164, -0.2764, 0.0969], [-3.3374, -0.7433, -0.8845], [-3.7518, -1.0220, 0.8123], [-4.1736, 0.5034, 0.0278], [-1.9680, -0.8445, 2.3325], [0.4889, -0.2052, 3.5670], [1.5778, 0.6525, 3.9460], [-0.5262, -0.4956, 4.5435], [1.2119, -1.8195, 3.0627], [1.5220, -2.2840, 3.9952], [2.3904, -1.5990, 2.1359], [1.9990, -1.1944, 0.7646], [2.6312, -0.3454, 0.0465], [2.1335, -0.1427, -1.1620], [1.0828, -0.8434, -1.4125], [0.3480, -0.8493, -2.5607], [0.5477, -0.1979, -3.7608], [-0.2232, -0.3891, -4.6668], [1.7271, 0.7364, -3.8437], [1.9364, 0.9684, -4.8876], [1.2627, 2.2517, -3.0381], [2.6001, 0.3507, -3.3195], [-0.4680, -1.4512, -2.5583], [0.6152, -1.9000, -0.0796], [2.9875, -2.5155, 2.0689], [3.0234, -0.8099, 2.5502], [0.4123, -2.4029, 2.6126], [1.2794, 1.8065, 1.6729], [0.2242, 2.5759, -0.4413], [-1.4535, 2.4790, -2.0353], [-3.0582, 2.2072, -1.3461], [-2.2547, 0.9178, -2.2275]], "lowdin_charge": [-0.0411, -0.2286, -0.0364, -0.0570, -0.3092, -0.0572, -0.2391, -0.0348, 0.0812, 0.0809, 0.0884, 0.1222, 0.6888, -0.3012, -0.3087, -0.2234, 0.1099, -0.2080, -0.5788, 0.0256, 0.0017, -0.5986, 0.1080, -0.5396, 0.0925, -0.4663, 0.0861, 0.6463, 0.0644, 0.1481, 1.1226, 0.1277, 0.1220, 0.0826, 0.1208, 0.0850, 0.0529, 0.0896, 0.0808], "e_above_lowest_kcal_mol": 10.1, "charge": 0, "orbital_gap_ev": 9.36, "lumo_energy_ev": 0.0112, "homo_ha": -0.34342, "smiles": "Cc1ccc(S(=O)(=O)CCc2nnc(NC(=O)CCl)s2)cc1C", "spin_multiplicity": 1}



{"formula": "C10H16", "method": "wB97M-V/def2-TZVPD", "symbols": ["C", "C", "C", "C", "C", "C", "C", "C", "C", "C", "H", "H", "H", "H", "H", "H", "H", "H", "H", "H", "H", "H", "H", "H", "H", "H"], "coordinates": [[0.2758, 1.2652, -0.2975], [-0.7118, 0.3135, -0.3975], [0.1652, 2.7479, -0.6119], [-2.0802, 0.4721, -0.9550], [-0.8070, -2.2920, -0.3921], [1.2350, 0.0958, 1.6378], [0.1861, -0.9743, 1.5062], [1.3374, -0.8401, -0.4911], [1.5252, 0.5184, 0.1803], [-0.0856, -1.0247, 0.0132], [0.7591, 3.0183, -1.4884], [-0.8602, 3.0873, -0.7813], [0.5517, 3.2891, 0.2718], [-2.0580, 1.3116, -1.6908], [-2.3717, -0.3453, -1.5723], [-2.8287, 0.6448, -0.1729], [-1.8769, -2.2816, -0.0291], [-0.8515, -2.4096, -1.4764], [-0.2418, -3.1272, 0.0683], [0.8086, 0.8944, 2.2465], [2.1573, -0.3068, 2.1020], [0.5645, -1.9180, 1.9305], [-0.7186, -0.7684, 2.0943], [1.9873, -1.6163, -0.1492], [1.4375, -0.7708, -1.5619], [2.5013, 1.0167, 0.0166]], "lowdin_charge": [-0.1841, -0.1761, -0.0364, -0.0395, -0.0370, -0.1531, -0.1597, -0.0981, -0.2313, -0.4786, 0.0761, 0.0668, 0.0821, 0.0889, 0.0569, 0.0885, 0.1003, 0.0793, 0.0886, 0.1125, 0.1197, 0.1194, 0.1250, 0.1177, 0.1239, 0.1480], "e_above_lowest_kcal_mol": 17.5, "charge": 0, "orbital_gap_ev": 9.22, "lumo_energy_ev": 0.9791, "homo_ha": -0.30290, "smiles": "CC1=C(C)[C@]2(C)CC[C@H]1C2", "spin_multiplicity": 1}



{"formula": "C7H12FN", "method": "wB97M-V/def2-TZVPD", "symbols": ["C", "C", "C", "C", "C", "C", "C", "N", "F", "H", "H", "H", "H", "H", "H", "H", "H", "H", "H", "H", "H"], "coordinates": [[-3.4873, 1.7572, -0.8823], [-2.4116, 0.9506, -0.8174], [-1.2789, 0.9724, 0.2229], [0.0794, 0.6076, -0.4864], [1.8465, -2.2919, 1.3645], [1.3161, -2.2187, 0.1293], [1.2221, 0.5419, 0.2149], [2.3819, 0.1462, -0.2769], [1.1741, 0.5898, 1.5992], [-4.0876, 1.5536, -1.6927], [-3.6945, 2.5082, -0.1705], [-2.3819, 0.1214, -1.6017], [-1.3310, 1.9076, 0.6930], [0.0893, 0.3988, -1.5007], [1.2809, -2.4482, 2.3381], [2.9988, -2.0095, 1.5938], [-1.4823, 0.1882, 0.8860], [1.8745, -2.1340, -0.7194], [0.2510, -1.9894, -0.0083], [2.5622, 0.4554, -1.2121], [3.0781, 0.3926, 0.3267]], "lowdin_charge": [0.0003, -0.1776, -0.1606, -0.0456, -0.0999, -0.1123, -0.4472, 0.1242, 0.0542, 0.0170, 0.0439, 0.1158, 0.0891, 0.0793, 0.0610, 0.0945, 0.0865, 0.0129, 0.0623, 0.1242, 0.0780], "e_above_lowest_kcal_mol": 65.8, "charge": 0, "orbital_gap_ev": 9.13, "lumo_energy_ev": 0.9099, "homo_ha": -0.30218, "smiles": "C=CC/C=C(/N)F.C=C", "spin_multiplicity": 1}



{"formula": "C3H3O4Tl", "method": "wB97M-V/def2-TZVPD", "symbols": ["C", "O", "Tl", "C", "O", "C", "O", "O", "H", "H", "H"], "coordinates": [[-2.5753, -0.5500, 2.0961], [-3.6958, -0.6910, 1.8421], [-0.1526, 0.1326, -2.8679], [-0.8963, -0.1603, 0.1016], [0.4498, 0.0312, 0.6790], [1.4676, 0.2438, -0.0882], [1.4579, 0.3069, -1.3130], [2.5730, 0.4041, 0.6232], [-1.1181, 0.7404, -0.5058], [-0.8293, -1.0182, -0.5977], [3.3190, 0.5605, 0.0306]], "lowdin_charge": [-0.0844, -0.0722, 0.2279, -0.2316, -0.0626, -0.6877, -0.2747, 0.1458, -0.0440, -0.0424, 0.1258], "charge": -1, "orbital_gap_ev": [3.66, 5.81], "lumo_energy_ev": [2.9576, 2.9533], "homo_ha": [-0.02587, -0.10492], "spin_multiplicity": 2}